1.
{"formula": "CH3IN2O2", "method": "the ωB97M-V functional and the def2-TZVPD basis", "species": ["I", "O", "O", "N", "N", "C", "H", "H", "H"], "positions_angstrom": [[-2.16, 1.19, -0.05], [-0.80, -3.11, -0.91], [-0.40, 0.46, -0.29], [0.01, -1.69, 0.63], [-0.46, -2.36, -0.10], [0.75, 1.24, 0.08], [1.70, 0.81, -0.37], [0.71, 1.14, 1.20], [0.64, 2.33, -0.18]], "spin_multiplicity": 1, "relative_energy_kj_mol": 266.6, "e_tot_ha": -597.45751, "smiles": "N#[N+][O-].COI"}



2.
{"formula": "H12O6", "method": "the ωB97M-V functional and the def2-TZVPD basis", "species": ["O", "O", "O", "O", "O", "O", "H", "H", "H", "H", "H", "H", "H", "H", "H", "H", "H", "H"], "positions_angstrom": [[1.10, -0.20, 2.20], [-0.10, -1.29, -0.84], [-0.09, 0.66, -2.56], [-1.20, 2.30, -0.80], [-1.39, 0.21, 1.04], [2.00, -1.88, 0.53], [-0.60, 1.36, -2.05], [-2.06, -0.20, 1.65], [-0.44, 0.09, 1.40], [1.78, -2.79, 0.93], [1.15, -1.62, -0.06], [-0.70, 0.45, -3.31], [1.69, -0.61, 1.47], [-0.45, 2.79, -0.40], [-1.54, 1.72, -0.02], [1.60, 0.55, 2.71], [-0.91, -0.85, -0.33], [0.14, -0.70, -1.56]], "spin_multiplicity": 1, "relative_energy_kj_mol": 94.3, "e_tot_ha": -458.63655, "smiles": "O.O.O.O.O.O"}



3.
{"formula": "CHN2OS", "method": "the ωB97M-V functional and the def2-TZVPD basis", "species": ["S", "O", "N", "N", "C", "H"], "positions_angstrom": [[-1.05, -0.48, -0.55], [1.65, 0.23, 0.77], [0.46, 1.27, -1.02], [-0.27, -1.66, -0.21], [1.00, 0.84, -0.05], [-1.79, -0.19, 1.07]], "spin_multiplicity": 1, "relative_energy_kj_mol": 197.8, "total_charge": -1, "e_tot_ha": -621.57399}